Formula: C6H29N2O7
Source: the Open Molecules 2025 dataset
Level of theory: ωB97M-V/def2-TZVPD

Each line ends with the Löwdin charge.
CARTESIAN COORDINATES (ANGSTROEM)
H: 1.204 1.527 2.299  0.037
H: -2.128 2.705 -4.147  0.053
C: 2.691 -2.149 -0.399  -0.207
H: 0.699 1.883 3.928  0.073
O: -2.125 -3.668 -0.055  -0.049
C: 0.519 1.201 3.092  -0.116
C: 0.684 -0.179 3.678  -0.256
H: 3.724 -2.416 -0.137  0.106
H: 1.049 0.396 -2.053  0.107
O: -2.647 0.095 -2.633  -0.087
C: 2.718 -0.883 -1.306  -0.213
H: 1.599 -0.293 4.267  0.108
H: -3.273 -0.598 -2.903  0.060
N: 1.365 -0.233 -1.297  0.109
N: 0.706 -1.275 2.702  -0.028
H: -2.809 1.032 -2.840  0.027
H: 1.201 0.252 -0.402  0.070
H: -3.514 -1.052 0.334  0.051
H: -1.566 -1.023 -1.677  0.031
O: 0.796 3.757 -0.143  -0.186
H: 2.645 -2.941 -1.162  0.105
C: 1.784 -2.253 0.792  -0.131
H: 1.273 2.999 -0.560  -0.035
H: -0.035 -1.937 2.736  0.116
H: 0.635 -0.988 -1.243  0.091
H: -1.524 5.128 -0.967  0.027
H: 2.162 -0.327 1.590  0.109
H: -2.249 -0.658 0.815  0.029
H: -1.564 3.350 -3.050  0.025
H: -2.939 -3.166 0.073  0.034
H: -0.675 3.974 -1.263  0.001
H: 3.458 -0.167 -0.994  0.068
O: -1.581 4.315 -1.449  -0.105
C: 1.577 -1.240 1.645  -0.182
H: 2.956 -0.999 -2.364  0.104
H: -0.450 1.393 2.632  0.069
H: 1.140 -3.121 0.713  0.097
H: -1.190 -2.242 -0.767  0.034
O: -2.980 -1.220 1.146  -0.096
H: -2.005 -3.934 0.845  0.042
O: -1.632 2.416 -3.364  -0.111
H: -0.114 -0.413 4.379  0.112
H: 1.486 4.219 0.368  0.029
O: -1.072 -1.267 -0.858  -0.120

Cartesian forces, eV/Å:
0.321 -0.539 0.237
0.047 -0.958 -0.490
1.780 -0.433 -1.804
-0.306 0.310 -0.159
-0.522 -0.178 -0.616
0.138 0.795 0.126
0.256 -1.142 -0.499
0.164 0.827 0.408
0.774 0.221 -0.038
0.199 -1.401 0.469
-0.283 0.795 0.070
0.120 0.500 0.017
-0.140 1.352 -0.265
-0.621 -1.399 0.574
0.163 1.060 0.005
-0.116 -0.343 -0.250
0.147 0.642 -0.002
-0.234 -0.373 0.969
0.333 0.405 0.617
0.467 -0.042 0.092
-1.304 -0.352 0.555
-0.323 0.334 -1.463
-0.066 0.076 0.171
-0.235 -0.381 -0.176
0.061 0.523 -0.125
-0.299 0.888 0.326
0.135 -0.056 -0.026
0.353 -0.563 0.690
0.354 -0.758 1.091
0.020 0.325 -0.290
-0.495 -0.037 0.113
0.028 0.587 0.510
0.725 -0.628 -0.326
-0.191 -0.997 0.591
-0.023 -0.857 0.123
-0.250 -0.202 0.382
-0.121 -0.044 0.689
-0.061 0.595 0.310
-0.424 1.042 -1.476
0.649 -0.504 0.896
-0.621 1.762 -0.816
-0.192 0.172 -0.032
-0.259 -0.180 -0.263
-0.146 -0.842 -0.914

Results
Energy, Eh: -882.02795
2S+1: 2
LUMO energy (alpha / beta), eV: 0.22 / 0.14
⟨S²⟩: 0.751
Kohn-Sham gap (alpha / beta), eV: 3.2194 / 7.9890
ΔE to the lowest compared entry with this formula, charge and spin, eV: 1.381

=====

Formula: C6H29NO8
Source: the Open Molecules 2025 dataset
Level of theory: ωB97M-V/def2-TZVPD

Each line ends with the Löwdin charge.
CARTESIAN COORDINATES (ANGSTROEM)
H: -1.525 -1.075 3.995  0.105
H: 0.649 -0.878 -0.896  0.070
O: 0.564 -0.571 -3.275  -0.063
H: 2.006 -0.959 1.166  0.046
H: 1.036 -0.444 3.544  0.100
H: -1.243 -0.231 -3.756  0.115
H: -2.625 -2.709 -0.020  0.031
H: 3.425 1.148 -1.868  0.064
O: 1.620 2.969 1.118  -0.084
O: -3.506 -2.352 -0.146  -0.048
O: 2.605 1.561 -1.547  -0.058
H: -2.306 -0.998 -1.463  0.080
O: -2.166 3.384 0.482  -0.047
C: -0.772 -0.925 -3.037  -0.233
H: 0.526 -2.966 1.290  -0.031
O: 0.609 -3.915 1.138  -0.078
H: 0.778 2.972 1.581  0.024
H: -2.482 2.810 1.182  0.032
H: -2.165 2.899 -0.354  0.030
O: 0.580 3.093 -1.237  -0.067
H: -1.035 -1.919 -3.416  0.117
H: -0.266 0.781 3.300  0.087
C: -1.319 -0.541 -1.615  -0.160
H: 0.976 -0.462 -2.418  0.026
H: -1.795 -0.624 2.394  0.050
N: 0.780 0.095 1.645  -0.086
H: 2.045 0.758 -1.358  0.039
H: 1.264 3.120 0.211  -0.029
H: 1.208 3.400 -1.906  0.074
H: -0.689 -2.103 2.579  0.062
C: -0.391 -0.934 -0.515  -0.202
H: -0.071 1.082 -0.023  0.080
C: -0.295 0.170 0.537  -0.193
H: -0.418 -2.017 -0.198  0.119
H: 3.090 -2.093 0.665  0.037
H: -0.005 3.878 -1.258  0.084
C: -1.030 -1.146 2.969  -0.066
H: -1.243 0.463 1.018  0.094
H: -3.632 -1.517 -0.584  0.011
H: -1.482 0.518 -1.579  0.098
H: 1.359 -3.882 0.528  0.029
H: 1.351 0.944 1.570  0.079
C: 0.156 -0.150 3.019  -0.215
O: 2.237 -1.698 0.477  -0.123

Cartesian forces, eV/Å:
0.987 -1.070 -1.080
-0.394 -0.436 0.092
0.737 -0.348 0.364
-0.144 -1.118 -1.047
0.047 -0.264 1.313
-0.728 -0.456 0.310
0.239 0.818 -0.447
-0.264 0.318 0.143
-0.474 0.023 0.067
-1.403 -1.196 0.833
-0.154 -1.792 -0.081
0.549 0.186 -0.488
0.304 0.442 -0.307
-1.591 1.739 -0.868
0.071 -0.057 0.179
0.026 0.109 -0.206
-0.021 0.164 0.601
-0.106 -0.286 -0.153
-0.150 -0.195 0.438
-1.011 1.740 -1.160
0.376 -0.233 0.656
-0.113 1.021 1.034
-0.324 -1.296 -1.184
0.386 -0.186 -0.041
0.016 -0.785 -0.478
-2.000 -0.907 -1.124
0.817 1.425 -0.037
0.778 -0.243 0.155
0.515 -0.842 0.041
-0.727 -0.164 0.396
2.087 -0.539 0.707
0.243 -0.120 -0.139
0.682 1.319 1.519
-0.499 1.237 -0.035
0.217 0.136 0.197
-0.163 -0.609 0.491
0.377 1.860 1.553
0.051 -0.513 -0.250
0.784 0.096 -0.033
0.070 0.773 -0.160
-0.105 -0.254 0.065
-0.492 -0.044 0.426
0.274 -0.103 -2.726
0.231 0.645 0.464

Results
SMILES: CCNCCCCO.O.O.O.O.O.O.O
Energy, Eh: -902.57838
LUMO energy, eV: 0.07
Kohn-Sham gap, eV: 9.5404
ΔE to the lowest compared entry with this formula, charge and spin, eV: 4.097

=====

Formula: C6H29NO8
Source: the Open Molecules 2025 dataset
Level of theory: ωB97M-V/def2-TZVPD

Each line ends with the Löwdin charge.
CARTESIAN COORDINATES (ANGSTROEM)
N: -0.680 -0.603 0.056  -0.066
H: 2.630 -1.235 1.277  0.012
H: 1.657 -2.561 -2.403  0.071
H: -2.604 -0.989 0.964  0.071
H: 0.225 -2.267 -2.177  0.003
H: 2.791 0.860 3.465  0.052
H: 0.282 -0.198 -2.514  0.049
C: -1.238 1.755 -0.242  -0.192
H: 1.553 1.019 -2.875  0.076
H: -2.285 -1.697 -2.645  0.013
O: -1.612 -2.340 -2.902  -0.042
H: 0.149 0.900 1.188  0.101
C: -1.528 -1.061 1.161  -0.100
H: 2.953 1.850 -0.871  0.077
H: 2.046 0.483 2.216  -0.012
O: 1.579 -2.411 0.629  -0.075
C: 0.696 0.763 -2.275  -0.043
H: -1.271 1.555 3.663  0.066
C: 1.968 2.084 -0.490  -0.053
H: -1.628 1.468 -1.199  0.087
O: 0.884 -2.963 -1.977  -0.059
H: -1.016 -0.956 -0.825  0.077
H: -3.850 -0.837 -1.657  0.043
H: -3.200 0.410 -1.019  0.007
H: 1.655 2.994 -1.006  0.081
C: -0.175 0.760 0.166  -0.302
H: -0.954 2.799 -0.335  0.132
H: 4.135 -0.916 1.675  0.062
H: 0.189 1.856 3.090  0.034
O: -3.435 0.005 -1.856  -0.035
C: 1.059 0.895 -0.778  -0.361
O: -0.760 1.793 2.885  -0.055
H: -2.026 1.886 1.492  0.020
H: -1.356 -0.476 2.060  0.071
H: 0.841 -1.839 0.879  0.012
H: -1.299 -2.110 1.374  0.076
H: -1.894 -3.210 -2.606  0.063
O: 2.056 1.149 2.915  -0.081
H: 1.334 -2.636 -0.295  0.011
H: 2.066 2.213 0.584  0.066
H: 1.645 0.007 -0.606  0.100
O: -2.374 1.717 0.636  -0.067
H: 0.020 1.579 -2.544  0.081
O: 3.250 -0.554 1.636  -0.072

Cartesian forces, eV/Å:
0.094 -0.518 1.582
0.857 -0.310 -0.198
0.146 -0.477 0.093
0.014 0.042 -0.050
-0.281 -0.762 0.086
-0.121 0.048 -0.123
-0.224 -0.313 -0.356
-0.955 0.461 0.832
0.658 -0.515 -0.297
-0.044 0.058 -0.092
0.090 0.279 0.044
-0.052 0.026 -0.016
-0.239 -0.389 -0.313
0.339 -0.017 -0.095
0.435 0.229 0.214
-0.044 -0.120 0.190
-0.141 1.775 0.913
0.435 0.075 0.280
-0.278 -0.251 -0.270
-0.004 -0.129 -0.626
0.318 1.009 -0.394
0.012 0.580 -0.256
-0.351 0.094 0.341
-0.087 0.077 0.552
-0.196 0.114 0.304
0.582 -0.033 -2.104
0.705 0.158 0.049
-0.011 -0.274 -0.131
-0.059 -0.268 0.341
0.170 -0.347 -0.686
-0.254 -0.510 -0.372
-0.329 0.327 0.015
0.472 0.260 1.393
0.235 0.013 -0.062
-0.322 0.053 -0.204
-0.100 -0.021 0.120
-0.082 0.017 0.035
-0.944 0.873 0.687
0.208 -0.050 0.164
-0.007 0.376 0.078
0.342 -0.396 0.528
-0.541 -0.418 -1.602
-0.412 -0.331 -0.106
-0.035 -0.496 -0.487

Results
SMILES: CN[C@H](CO)C(C)C.O.O.O.O.O.O.O
Energy, Eh: -902.66246
LUMO energy, eV: 0.36
Kohn-Sham gap, eV: 8.9863
ΔE to the lowest compared entry with this formula, charge and spin, eV: 1.809

=====

Formula: C6H29NO8
Source: the Open Molecules 2025 dataset
Level of theory: ωB97M-V/def2-TZVPD

Each line ends with the Löwdin charge.
CARTESIAN COORDINATES (ANGSTROEM)
C: -1.953 -2.560 0.084  -0.410
H: -2.908 -0.503 0.186  0.066
H: -3.884 -1.882 -0.661  0.100
H: 2.249 -1.875 -0.252  0.108
H: 0.654 2.950 -0.275  0.014
H: 2.300 0.646 -2.974  0.018
H: -0.123 0.018 -4.236  0.047
O: 0.512 0.102 -3.517  -0.084
H: 1.731 -2.669 2.054  0.053
H: -0.953 2.546 0.735  0.019
H: -2.048 0.974 -1.673  0.029
C: 0.036 -0.959 -0.122  -0.206
H: -1.681 -3.179 -0.769  0.137
H: -0.117 -2.803 1.117  0.092
H: 2.902 2.380 -0.503  0.042
H: 0.051 0.819 -3.016  0.019
H: 3.368 -2.674 1.939  0.066
C: 2.553 -1.955 1.910  -0.085
H: 3.707 0.971 -2.634  0.050
H: -0.063 0.361 3.324  0.005
C: 2.414 -1.193 0.575  -0.232
O: -0.116 3.484 -0.586  -0.073
O: 2.834 0.972 -2.224  -0.060
H: 2.556 -1.259 2.764  0.079
H: -0.980 -1.628 1.789  0.115
O: -2.614 -3.323 1.055  -0.043
C: -2.894 -1.414 -0.377  -0.050
N: 1.206 -0.323 0.489  -0.096
O: -1.565 1.949 1.206  -0.056
O: 2.208 2.311 0.170  -0.088
H: -3.566 -3.235 1.030  0.080
C: -0.681 -1.935 0.796  -0.128
O: -1.462 1.489 -2.242  -0.052
H: -2.510 -1.186 -1.397  0.077
H: 1.934 1.393 -0.076  0.006
H: -1.218 1.059 2.718  -0.013
H: -1.004 2.075 -1.614  0.014
H: 0.960 0.076 1.392  0.093
H: -2.124 2.434 1.816  0.063
H: 0.215 4.384 -0.673  0.074
H: 3.305 -0.612 0.493  0.091
H: 0.545 -1.392 -0.999  0.126
H: -0.740 -0.221 -0.308  0.073
O: -0.785 0.936 3.594  -0.079

Cartesian forces, eV/Å:
-0.226 2.466 1.360
-0.294 0.176 0.724
0.638 0.819 0.838
0.759 -0.227 -0.173
0.549 0.514 -0.234
-0.483 0.032 0.465
0.222 -0.314 -0.276
-0.360 0.755 0.103
-0.262 0.553 0.037
-0.549 0.388 0.375
0.033 -0.036 -0.175
0.905 -0.109 1.323
0.137 -0.048 -0.111
0.698 -0.316 -0.534
-0.089 0.543 0.084
0.236 -0.737 0.034
0.759 0.559 -0.040
-1.120 -0.645 -0.105
0.181 0.097 0.331
0.212 -0.109 0.442
-1.547 -0.310 1.159
-0.124 -0.421 0.146
0.401 -0.199 -0.882
0.288 -0.331 -0.264
-0.446 1.238 0.003
0.320 -1.039 0.864
0.217 -2.020 -2.901
0.521 0.609 0.446
-0.115 -0.723 -0.447
0.233 -0.616 -0.581
-0.113 0.175 -0.316
-0.884 -2.561 -1.133
-0.004 0.205 0.440
-0.184 0.397 0.442
-0.337 -0.136 0.686
0.366 0.141 0.640
-0.182 0.345 -0.227
0.179 -0.078 -0.027
0.081 0.578 -0.219
-0.049 -0.110 0.026
0.535 0.542 -0.664
-1.411 -0.115 -0.212
0.565 0.361 -0.738
-0.256 -0.292 -0.705

Results
SMILES: CCNCC[C@H](C)O.O.O.O.O.O.O.O
Energy, Eh: -902.65223
LUMO energy, eV: 0.44
Kohn-Sham gap, eV: 9.3547
ΔE to the lowest compared entry with this formula, charge and spin, eV: 2.088

=====

Formula: C6H2Cl3O2P
Source: the Open Molecules 2025 dataset
Level of theory: ωB97M-V/def2-TZVPD

Each line ends with the Löwdin charge.
CARTESIAN COORDINATES (ANGSTROEM)
Cl: -3.211 -3.035 0.045  0.753
C: -2.683 -1.504 -0.132  -0.598
H: -0.732 2.134 -0.596  0.117
C: -0.237 -1.208 -0.318  -0.155
C: -0.115 0.108 -0.534  -0.405
Cl: -4.936 -0.139 -0.052  0.630
P: 1.332 -2.070 -0.500  0.903
C: -1.110 1.130 -0.475  -0.057
O: 1.158 0.532 -0.811  -0.044
C: -2.443 0.960 -0.312  -0.668
O: 1.986 -0.632 -1.027  -0.384
H: 1.638 -1.971 0.899  -0.055
C: -3.174 -0.280 -0.160  -0.723
Cl: -3.397 2.397 -0.290  0.686

Cartesian forces, eV/Å:
-0.355 -0.483 0.063
4.494 0.965 -0.334
-0.123 0.135 0.005
-3.962 0.031 0.008
0.035 -1.493 0.177
0.433 -0.392 0.022
-0.422 0.037 0.556
-0.469 0.209 -0.028
0.058 0.529 0.213
0.967 0.437 -0.104
0.307 0.118 -0.517
0.072 -0.127 -0.067
-1.083 -0.298 0.007
0.048 0.333 -0.002

Results
Energy, Eh: -2101.96998
LUMO energy (alpha / beta), eV: -1.53 / -1.53
Kohn-Sham gap (alpha / beta), eV: 7.1300 / 7.1114
ΔE to the lowest compared entry with this formula, charge and spin, eV: 5.043

=====

Formula: C6H30NO10
Source: the Open Molecules 2025 dataset
Level of theory: ωB97M-V/def2-TZVPD

Each line ends with the Löwdin charge.
CARTESIAN COORDINATES (ANGSTROEM)
C: 2.128 2.388 3.087  -0.106
H: 0.495 2.817 -0.781  0.123
O: -1.256 -0.129 1.676  -0.110
O: -3.234 3.091 -0.540  -0.142
O: 0.768 -3.055 -0.962  -0.131
H: 3.168 1.897 3.157  0.104
H: 2.079 3.383 3.420  0.039
H: 1.586 1.852 3.854  0.029
H: 0.229 -2.287 -1.432  0.023
C: 2.108 2.081 0.582  -0.135
H: 4.037 -2.464 1.249  0.071
O: -0.591 0.965 4.594  -0.070
O: 4.822 -1.902 1.038  -0.011
H: 2.017 2.421 -1.445  0.091
H: -1.136 -2.985 -3.687  -0.064
H: -2.940 2.162 -0.845  0.033
O: -4.015 0.312 -1.416  0.018
H: -0.895 1.042 -1.865  0.109
H: 2.789 0.069 -1.553  0.087
C: -0.034 0.308 -1.970  -0.277
H: -2.001 -1.493 -1.668  0.042
H: -1.033 -1.795 -4.413  0.045
H: -0.296 -3.400 1.451  0.036
H: -3.968 2.908 0.117  0.045
C: 1.422 2.262 1.747  -0.154
O: -0.861 -2.681 1.125  -0.127
O: -2.983 -1.956 -1.789  -0.174
C: 1.321 2.078 -0.711  -0.177
H: -0.787 1.893 4.675  0.019
H: -0.708 0.828 3.630  0.014
H: -3.608 -0.222 -1.932  -0.112
H: -1.050 -0.652 0.810  0.054
H: 0.401 2.353 1.616  0.069
H: 3.129 1.804 0.722  0.086
H: -4.471 -0.112 -0.709  0.037
C: 0.889 0.609 -0.757  -0.417
H: 0.512 0.362 -2.957  0.119
O: -0.870 -2.749 -4.501  -0.025
H: -3.230 -2.534 -1.053  0.025
H: 0.163 -3.744 -1.051  -0.006
H: 1.938 -1.253 -0.801  0.099
N: 2.099 -0.170 -0.825  0.024
H: -0.301 -2.349 0.321  0.034
O: -0.571 -0.981 -1.754  -0.352
H: -2.215 -0.100 1.796  0.041
H: 4.629 -1.330 0.419  -0.084
H: 0.326 0.458 0.330  0.157

Cartesian forces, eV/Å:
0.216 -2.515 -0.227
0.258 -0.641 0.621
0.271 -0.322 -1.575
-0.443 -2.011 0.607
0.812 2.366 -0.666
-1.354 1.204 -0.594
0.573 1.544 0.352
-0.365 -0.345 0.212
0.832 0.147 0.219
-2.296 1.423 2.734
0.904 1.090 -0.595
-0.204 -0.358 -0.856
1.128 -5.575 5.571
0.425 -0.374 -1.269
-1.446 -1.805 4.685
-1.008 1.873 0.670
-4.283 8.095 4.814
0.830 -0.306 -0.755
-1.066 -0.055 0.366
-1.356 -0.669 1.829
-1.148 -0.829 -0.077
0.299 -0.244 -0.353
-0.231 0.349 -0.110
1.376 0.156 -1.307
4.058 -0.181 -1.352
1.161 0.071 -1.446
1.482 -0.081 -0.097
0.593 -0.146 1.296
-0.071 0.608 0.287
0.204 -0.411 0.443
3.998 -6.420 -4.805
-1.024 1.308 2.376
-2.159 0.489 0.445
0.722 0.121 -0.737
-0.045 -0.930 0.222
-1.094 0.512 -0.441
-0.387 0.327 0.853
1.129 2.093 -4.253
0.592 0.388 -0.164
-1.342 -2.197 -0.139
0.282 2.917 -0.323
0.929 -3.478 0.689
-1.085 -1.117 1.742
-0.277 -0.397 -0.295
0.293 -0.294 -0.398
-2.118 4.539 -4.973
1.434 0.081 -3.228

Results
Charge: -1
Energy, Eh: -1053.69205
LUMO energy, eV: 2.80
Kohn-Sham gap, eV: 8.0070
ΔE to the lowest compared entry with this formula, charge and spin, eV: 4.461

=====

- Which of these has the lowest ΔE to the lowest compared entry with this formula, charge and spin?
  C6H29N2O7

=====

- What is the formula in the fifth record?
  C6H2Cl3O2P

=====

- The lowest energy belongs to which entry?
  C6H2Cl3O2P